Entry 1:
Formula: C2H12O4
Source: OMol25
Level of theory: wB97M-V/def2-TZVPD

Atoms and positions in Å:
C  -2.7731  -3.1291  -0.7402
C  -3.3644  -2.1718  -1.4439
H  -2.5034  -4.0535  -1.1993
H  -2.5480  -3.1666  0.2928
H  -3.5942  -2.0589  -2.4716
H  -3.5196  -1.2029  -0.9268
O  -1.1583  3.8284  2.6141
H  -1.2729  4.7555  2.8457
H  -1.7564  3.5691  1.9128
O  -0.2722  1.2912  3.4661
H  -0.6220  2.0264  3.9807
H  0.3615  1.7848  2.9232
O  1.0143  -0.6199  0.4548
H  0.4418  -0.1679  1.1144
H  1.0487  -1.5706  0.5628
O  5.4444  -0.3130  -4.8831
H  5.1202  -1.1388  -5.2844
H  5.4369  -0.5530  -3.9496

Calculated values
Frontier orbital gap: 10.71 eV
Total charge: 0
SMILES string: C=C.O.O.O.O
Relative energy (zero: lowest compared OMol25 entry of this formula, charge and spin): 1.7826 eV
M: 100.11 g/mol
LUMO: 0.0192 hartree

For reference, the Löwdin charges in units of e are: -0.075 -0.071 0.032 0.033 0.031 0.052 -0.049 0.047 0.046 -0.079 0.015 0.029 -0.074 0.037 0.025 -0.070 0.040 0.030

---

Entry 2:
Formula: C2H13N2O2
Source: OMol25
Level of theory: wB97M-V/def2-TZVPD

Atoms and positions in Å:
C  -0.5888  0.9558  -1.5929
N  0.7859  0.9470  -2.1042
C  -0.6013  1.0642  -0.0526
N  0.6061  0.3689  0.4891
H  -1.1166  0.0534  -1.8878
H  -1.0989  1.8079  -2.0422
H  0.9356  0.2727  -2.8362
H  1.1387  1.8652  -2.3188
H  -1.4378  0.4504  0.2596
H  -0.7781  2.0463  0.3711
H  1.0123  0.9374  1.2262
H  0.3273  -0.5216  0.9104
H  1.2597  0.1916  -0.2902
H  -0.9512  0.1092  3.3094
H  -1.1012  -1.3783  2.9879
O  -0.8829  -0.5266  2.5899
H  1.5868  -2.9357  0.5086
H  0.1503  -3.2258  0.1781
O  0.7541  -2.4821  0.2945

Calculated values
Frontier orbital gap: 10.76 eV
Total charge: +1
Relative energy (zero: lowest compared OMol25 entry of this formula, charge and spin): 0.3137 eV
M: 97.14 g/mol
LUMO: -0.1061 hartree

For reference, the Löwdin charges in units of e are: -0.217 -0.005 -0.135 0.146 0.120 0.119 0.087 0.089 0.110 0.129 0.161 0.080 0.129 0.066 0.070 -0.037 0.071 0.062 -0.046

---

Entry 3:
Formula: C2H13N2O3
Source: OMol25
Level of theory: wB97M-V/def2-TZVPD

Atoms and positions in Å:
C  -1.1664  -0.4786  0.0018
C  -1.2874  0.0416  -1.2819
N  -2.0776  -0.3733  -2.2733
N  0.0192  -0.0131  0.7154
H  -1.8720  -1.0801  0.4900
H  -0.5206  0.8137  -1.5500
H  -2.1996  -0.0219  -3.2192
H  -2.5401  -1.2419  -2.0945
H  0.7390  -0.7515  0.5021
H  -0.0847  -0.0018  1.7099
H  0.3323  0.9398  0.3760
H  -1.1295  -0.9549  4.3553
H  -0.2781  0.3970  4.5743
O  -0.3281  -0.3127  4.0049
H  2.9633  -1.5883  -0.1628
H  2.8858  -0.0041  -0.3891
O  2.6035  -0.7912  0.2588
H  1.3039  2.5218  -1.7169
H  1.2210  1.3207  -2.6256
O  1.4162  1.5788  -1.6753

Calculated values
Frontier orbital gap: 9.24 eV
Total charge: +1
Relative energy (zero: lowest compared OMol25 entry of this formula, charge and spin): 1.9203 eV
M: 113.14 g/mol
LUMO: -0.1054 hartree

For reference, the Löwdin charges in units of e are: -0.092 -0.186 0.091 0.149 0.095 0.098 0.123 0.105 0.126 0.105 0.165 0.156 -0.018 -0.084 0.063 0.119 -0.100 0.052 0.101 -0.069

---

Entry 4:
Formula: C2H13N2O3
Source: OMol25
Level of theory: wB97M-V/def2-TZVPD

Atoms and positions in Å:
C  0.7329  -0.8664  0.0125
C  1.8287  -0.2019  0.4442
N  3.0923  -0.5620  -0.0056
N  -0.5889  -0.2381  0.2217
H  0.6724  -1.7873  -0.5439
H  1.7789  0.5631  1.2124
H  3.7191  0.1975  -0.2293
H  2.9378  -1.2348  -0.7449
H  -0.8497  -0.0285  1.1973
H  -1.2541  -0.9160  -0.1885
H  -0.6845  0.6576  -0.2600
H  -3.2202  -2.0697  -0.9336
H  -2.1942  -2.3864  -1.9913
O  -2.2777  -2.0792  -1.0866
H  -0.5139  1.2871  3.5208
H  -1.6787  0.3538  3.4403
O  -0.9925  0.7411  2.8707
H  -0.2724  2.6478  -3.0556
H  0.0018  3.4021  -1.7823
O  -0.2373  2.5201  -2.0982

Calculated values
Frontier orbital gap: 9.57 eV
Total charge: +1
Relative energy (zero: lowest compared OMol25 entry of this formula, charge and spin): 1.0831 eV
M: 113.14 g/mol
LUMO: -0.0981 hartree

For reference, the Löwdin charges in units of e are: -0.091 -0.158 0.067 0.162 0.116 0.128 0.104 0.094 0.101 0.093 0.142 0.067 0.072 -0.023 0.078 0.075 -0.053 0.047 0.045 -0.065

---

Entry 5:
Formula: C2H13NO3
Source: OMol25
Level of theory: wB97M-V/def2-TZVPD

Atoms and positions in Å:
C  -1.7177  0.8699  -0.0775
N  -1.2048  0.4360  1.2592
C  -0.1051  1.2660  1.6860
H  -1.7987  1.9548  -0.1093
H  -2.6707  0.4011  -0.2956
H  -0.9140  0.6545  -0.7859
H  -2.0043  0.5299  1.8787
H  -0.2045  2.3447  1.9049
H  0.2089  0.9383  2.6902
H  0.7146  1.1598  0.9755
O  1.5045  -1.1598  -1.1141
H  2.1431  -1.7774  -1.4737
H  0.9550  -1.7181  -0.5466
O  -0.1186  -2.1623  1.3962
H  0.4313  -1.8114  2.1080
H  -0.6874  -1.4229  1.0989
O  1.1391  0.9351  -2.8562
H  1.8620  1.5159  -2.6364
H  1.1344  0.2633  -2.1733

Calculated values
Frontier orbital gap: 10.35 eV
Total charge: 0
SMILES string: CNC.O.O.O
Relative energy (zero: lowest compared OMol25 entry of this formula, charge and spin): 0.9505 eV
M: 99.13 g/mol
LUMO: 0.0269 hartree

For reference, the Löwdin charges in units of e are: -0.095 -0.204 -0.159 0.073 0.080 0.063 0.107 0.080 0.079 0.080 -0.051 0.058 0.028 -0.088 0.036 0.002 -0.068 0.022 -0.042

---

Entry 6:
Formula: C2H13NO3
Source: OMol25
Level of theory: wB97M-V/def2-TZVPD

Atoms and positions in Å:
C  1.1108  0.1407  2.9506
C  1.1186  0.1562  1.4204
N  0.2043  1.1332  0.8200
H  0.3697  -0.5735  3.3152
H  2.0164  -0.0112  3.5244
H  0.6465  1.0643  3.3355
H  2.1362  0.3127  1.0820
H  0.8647  -0.8198  1.0475
H  -0.5288  1.4210  1.4572
H  0.7228  1.9748  0.6127
O  -0.2363  -3.2436  -0.0632
H  0.0824  -2.4051  -0.4320
H  -1.0993  -3.3146  -0.4845
O  -1.3590  2.0590  -5.2022
H  -1.8030  1.3433  -5.6786
H  -1.0851  1.7945  -4.3174
O  -0.8530  -0.4887  -1.4179
H  -1.6914  -0.8284  -1.0901
H  -0.6166  0.2853  -0.8798

Calculated values
Frontier orbital gap: 10.79 eV
Total charge: 0
SMILES string: CCN.O.O.O
Relative energy (zero: lowest compared OMol25 entry of this formula, charge and spin): 0.9574 eV
M: 99.13 g/mol
LUMO: 0.0238 hartree

For reference, the Löwdin charges in units of e are: -0.098 -0.308 -0.024 0.068 0.064 0.066 0.107 0.073 0.074 0.076 -0.071 0.002 0.026 -0.068 0.037 0.027 -0.081 0.034 -0.004

---

Entry 7:
Formula: C2H13NO4
Source: OMol25
Level of theory: wB97M-V/def2-TZVPD

Atoms and positions in Å:
C  0.8761  2.0996  3.7752
N  0.3272  1.5431  2.7201
C  1.3960  0.9499  1.7745
H  0.2538  2.9476  4.2103
H  1.9777  1.9642  3.8655
H  1.0339  0.0220  1.1933
H  1.7259  1.8727  1.2159
H  2.1776  0.4980  2.4324
O  -1.4330  0.3676  -5.3473
H  -2.3495  0.6030  -5.2254
H  -1.3198  -0.0532  -4.5318
O  -1.3759  0.9042  -2.0196
H  -1.2406  0.6862  -1.0684
H  -1.5065  1.8426  -1.7994
O  2.1123  -6.3970  -2.2149
H  1.8287  -7.0728  -1.5845
H  1.3195  -5.8109  -2.2476
O  -2.0461  0.6325  1.3834
H  -1.3585  0.8371  2.0870
H  -2.3989  1.5638  1.3812

Calculated values
Frontier orbital gap: 11.02 eV
Total charge: 0
SMILES string: C=NC.O.O.O.O
Relative energy (zero: lowest compared OMol25 entry of this formula, charge and spin): 2.5357 eV
M: 115.13 g/mol
LUMO: 0.0138 hartree

For reference, the Löwdin charges in units of e are: -0.054 -0.127 -0.116 0.092 0.073 0.092 0.094 0.062 -0.032 0.029 -0.019 -0.076 0.023 0.040 -0.080 0.029 0.051 -0.129 -0.003 0.053

---

no.,E_tot (hartree)
1,-384.2954
2,-343.7649
3,-418.9579
4,-418.9886
5,-364.4526
6,-364.4524
7,-439.6296